Density functional theory data (the ωB97M-V functional and the def2-TZVPD basis) for a cluster of 3 separate species, C23H56O10P3 in total.

HOMO energy: -3.5 eV
Charge: -1
LUMO energy: 0.0164 Ha

CARTESIAN COORDINATES (ANGSTROEM)
C1 2.564 -1.917 0.399
C2 2.273 -0.354 0.391
C3 0.689 -0.156 0.492
C4 0.430 1.381 0.869
C5 -0.097 2.229 -0.375
C6 -1.426 3.011 -0.041
C7 -2.570 2.011 0.472
C8 -3.934 2.792 0.373
C9 -5.232 1.924 0.657
C10 -5.062 0.373 0.442
C11 -4.783 -0.499 1.761
O1 -5.048 -1.871 1.412
P1 -5.955 -1.966 -0.096
O2 -6.283 -0.226 -0.051
H1 1.981 -2.389 -0.432
H2 3.666 -2.073 0.275
H3 2.195 -2.357 1.370
H4 2.732 0.143 1.281
H5 2.626 0.075 -0.588
H6 0.312 -0.815 1.319
H7 0.196 -0.390 -0.491
H8 -0.244 1.487 1.763
H9 1.425 1.827 1.167
H10 -0.299 1.547 -1.250
H11 0.668 2.987 -0.719
H12 -1.316 3.807 0.740
H13 -1.801 3.471 -1.003
H14 -2.348 1.648 1.514
H15 -2.496 1.115 -0.196
H16 -4.018 3.249 -0.646
H17 -3.907 3.594 1.171
H18 -6.013 2.261 -0.087
H19 -5.683 2.105 1.673
H20 -4.380 0.221 -0.434
H21 -3.697 -0.310 2.002
H22 -5.473 -0.276 2.628
H23 -5.775 -3.403 -0.245
H24 -4.673 -1.865 -0.766
H25 -6.517 -1.952 -1.451
H26 -7.239 -2.194 0.521
O3 2.026 4.417 -4.577
P2 1.314 5.266 -5.626
O4 0.387 6.221 -4.629
C12 0.986 6.956 -3.570
C13 1.378 8.350 -4.024
O5 0.169 4.171 -6.088
C14 0.370 2.774 -5.890
C15 -0.301 2.320 -4.607
O6 0.802 6.173 -6.980
C16 1.618 7.227 -7.474
C17 3.101 6.923 -7.428
H27 1.852 6.432 -3.158
H28 0.241 7.030 -2.774
H29 2.227 8.306 -4.712
H30 1.673 8.966 -3.171
H31 0.552 8.838 -4.544
H32 1.432 2.524 -5.897
H33 -0.083 2.255 -6.739
H34 0.013 2.918 -3.751
H35 -0.076 1.271 -4.401
H36 -1.384 2.437 -4.688
H37 1.387 8.148 -6.933
H38 1.322 7.393 -8.514
H39 3.450 6.800 -6.395
H40 3.673 7.735 -7.880
H41 3.323 5.996 -7.962
O7 3.061 -6.092 3.470
P3 2.387 -6.646 4.722
O8 1.891 -5.225 5.425
C18 1.108 -4.290 4.691
C19 -0.374 -4.547 4.889
O9 3.746 -6.931 5.618
C20 5.010 -7.109 4.991
C21 5.787 -5.805 4.984
O10 1.568 -7.537 5.924
C22 0.260 -8.035 5.665
C23 0.069 -8.535 4.248
H42 1.356 -4.304 3.627
H43 1.357 -3.296 5.072
H44 -0.675 -5.469 4.385
H45 -0.968 -3.731 4.472
H46 -0.613 -4.653 5.949
H47 4.898 -7.513 3.984
H48 5.562 -7.854 5.572
H49 5.207 -4.992 4.545
H50 6.719 -5.911 4.425
H51 6.023 -5.504 6.008
H52 -0.476 -7.267 5.915
H53 0.096 -8.864 6.359
H54 0.175 -7.721 3.521
H55 -0.926 -8.966 4.126
H56 0.815 -9.295 4.002

***

Density functional theory data (the ωB97M-V functional and the def2-TZVPD basis) for a cluster of 5 separate species, C5H21N2O4 in total.

HOMO energy (spin up / spin down): -17.5 / -17.5 eV
Energy above the lowest of the compared OMol25 structures with the same formula, charge and spin: 0.0 kcal per mole
Charge: +2
Multiplicity: 2
LUMO energy (spin up / spin down): -0.2579 / -0.3891 Ha

CARTESIAN COORDINATES (ANGSTROEM)
C1 2.898 1.680 0.469
C2 1.564 1.010 0.237
C3 0.436 1.498 1.224
C4 -0.885 1.533 0.532
C5 -1.778 0.509 0.723
N1 -3.085 0.578 0.576
N2 1.202 1.245 -1.233
H1 2.845 2.776 0.386
H2 3.657 1.286 -0.202
H3 3.207 1.645 1.508
H4 1.732 -0.069 0.340
H5 0.716 2.518 1.497
H6 0.417 0.977 2.181
H7 -1.408 2.471 0.298
H8 -1.492 -0.473 1.147
H9 -3.446 1.479 0.253
H10 -3.701 -0.215 0.426
H11 0.360 0.700 -1.512
H12 1.964 0.912 -1.832
H13 1.044 2.232 -1.443
H14 -1.700 -0.418 -2.063
H15 -0.972 0.001 -3.347
O1 -1.173 0.299 -2.455
H16 -0.470 -2.615 -1.625
H17 -1.525 -3.134 -2.494
O2 -1.139 -2.281 -2.269
H18 -0.495 -2.145 3.265
H19 -0.942 -3.443 2.572
O3 -0.250 -2.760 2.558
H20 1.548 -2.863 -0.153
H21 0.179 -2.509 0.630
O4 0.691 -2.422 -0.196

***

Density functional theory data (the ωB97M-V functional and the def2-TZVPD basis) for the molecule C3H4S2.

HOMO energy: -8.2 eV
Energy above the lowest of the compared OMol25 structures with the same formula, charge and spin: 61.4 kcal per mole
LUMO energy: -0.0221 Ha
SMILES: S=C1C[C@@H]1S

CARTESIAN COORDINATES (ANGSTROEM)
S1 -0.177 1.781 1.797
C1 -0.061 0.510 0.900
C2 -0.309 -0.827 0.509
C3 -0.324 0.146 -0.768
S2 1.063 0.235 -1.776
H1 0.454 -1.576 0.588
H2 -1.182 -1.434 0.768
H3 -1.310 0.266 -0.992
H4 1.846 0.899 -1.027

***

Density functional theory data (the ωB97M-V functional and the def2-TZVPD basis) for a cluster of 9 separate species, C6H27NO9 in total.

HOMO energy (spin up / spin down): -0.2 / -6.9 eV
Charge: -1
Multiplicity: 2
LUMO energy (spin up / spin down): 0.1053 / 0.1021 Ha

CARTESIAN COORDINATES (ANGSTROEM)
O1 1.949 -2.188 1.053
C1 1.671 -2.042 -0.104
N1 1.242 -0.878 -0.604
C2 1.277 -0.421 -1.979
C3 0.027 0.299 -2.463
C4 -0.879 -0.921 -2.366
C5 -0.947 -1.877 -3.281
C6 1.947 -3.150 -1.186
H1 0.782 -0.358 0.016
H2 1.533 -1.196 -2.673
H3 2.021 0.236 -2.073
H4 0.189 0.861 -3.411
H5 -0.245 0.998 -1.709
H6 -1.503 -0.933 -1.541
H7 -1.550 -2.714 -3.503
H8 -0.301 -1.655 -4.280
H9 2.891 -2.913 -1.800
H10 2.254 -4.045 -0.680
H11 1.036 -3.136 -1.781
H12 -0.244 3.711 -0.060
H13 0.205 3.271 -1.535
O2 0.425 3.885 -0.801
H14 -2.186 0.332 0.776
H15 -3.274 -0.381 0.260
O3 -2.399 -0.493 0.375
H16 -2.651 2.413 1.240
H17 -1.073 2.231 1.845
O4 -1.754 2.013 1.104
H18 -0.099 1.823 3.540
H19 1.105 2.577 3.256
O5 0.210 2.507 2.941
H20 -1.090 -1.252 1.060
H21 -0.961 -2.754 1.120
O6 -0.468 -1.933 1.462
H22 -0.665 -0.384 4.447
H23 0.269 -1.375 3.885
O7 0.208 -0.442 4.233
H24 -2.050 2.510 -1.318
H25 -2.974 3.596 -1.130
O8 -2.542 3.076 -1.955
H26 3.380 0.050 2.725
H27 2.140 0.424 3.411
O9 3.093 0.628 3.486

***

Asked for max |F| across the records above, the calculation gives 8.45, 3.64, 6.52, 5.15 eV Å⁻¹ in order.